# CH8N2O3

3 unconnected molecules or ions with the total composition CH8N2O3 at a distorted geometry (ωB97M-V/def2-TZVPD, the OMol25 dataset).

Atoms and positions in Å:
N1 1.20 2.28 1.93
C1 0.59 1.08 1.49
N2 1.47 0.37 0.55
O1 -0.50 0.64 1.72
H1 2.19 2.42 1.97
H2 0.66 2.94 2.64
H3 0.85 -0.03 -0.10
H4 2.09 -0.31 1.00
O2 -1.98 -0.54 -4.86
H5 -1.94 -0.40 -3.97
H6 -1.10 -0.82 -5.07
O3 -1.20 -2.95 0.95
H7 -1.89 -2.23 1.14
H8 -0.43 -2.45 0.61

Values from the calculation:
Charge = 0
Highest occupied orbital energy = -10.07 eV
Lowest unoccupied orbital energy = 0.32 eV
Largest force on an atom = 4.23 eV/A
ΔE to the lowest compared entry with this formula, charge and spin = 161.61 kJ/mol
SMILES = NC(N)=O.O.O